2 unconnected molecules or ions with the total composition C4H6N2O3S2 in a non-equilibrium geometry. Source: the Open Molecules 2025 dataset; level of theory: wB97M-V/def2-TZVPD.

Properties
HOMO level (alpha / beta): -8.58 / -8.58 eV
gap between HOMO and LUMO (alpha / beta): 8.26 / 8.26 eV
E: -1287.58927 a.u.

XYZ file:
```
17
Properties=species:S:1:pos:R:3:forces:R:3
C 2.575979 0.240132 -0.252842 -0.126 -0.768 -1.469
C 1.226442 0.545434 -0.345453 1.039 2.916 -1.391
C 2.850509 -1.154530 -0.040923 -0.038 0.797 2.075
C 0.590817 -1.693091 0.085874 0.482 0.957 -0.052
N 1.902669 -2.023630 0.227326 0.138 -0.418 -0.471
N 0.291812 -0.375444 -0.217819 -2.121 -0.158 0.049
O -3.744007 -1.436906 0.192796 -0.043 0.734 -0.164
O -2.790688 0.767459 -0.615233 -0.051 -0.793 -0.430
O -4.908445 0.907236 0.502607 -0.022 -2.235 -1.318
S -0.698290 -2.678275 0.261981 -0.718 -1.318 0.324
S -4.026562 -0.038710 -0.609067 0.523 0.046 2.065
H 3.347733 0.903408 -0.693874 -0.682 -0.274 0.955
H 0.897387 1.609673 -0.665016 0.407 -2.021 0.771
H 3.878871 -1.495874 0.255113 -0.869 0.291 -0.990
H -0.766376 -0.199761 -0.347847 2.152 0.113 0.279
H -2.848440 -1.690872 0.601432 -0.741 0.989 -0.835
H -4.250265 1.579584 0.611712 0.671 1.141 0.602
```
Positions in Å, forces in eV/Å.

=====

A molecular structure, C15H40BrF2NO21S7V in a non-equilibrium geometry. Source: the Open Molecules 2025 dataset; level of theory: wB97M-V/def2-TZVPD.

Properties
spin multiplicity: 2
total charge: -2
HOMO level (alpha / beta): 0.05 / -1.85 eV
gap between HOMO and LUMO (alpha / beta): 3.43 / 5.33 eV
E: -8735.26678 a.u.

XYZ file:
```
88
Properties=species:S:1:pos:R:3:forces:R:3
O 0.022343 0.118058 -0.637249 -0.983 -0.789 0.052
V -1.412197 -0.581482 -0.243299 3.380 0.107 -2.478
O -2.442927 0.589428 0.093471 -2.822 1.611 0.782
N 3.525013 1.312718 0.492041 4.795 -0.269 -2.368
S 3.129493 -0.137602 0.773541 -3.823 -4.199 1.696
O 3.777283 -0.862592 1.873141 -0.755 1.306 -1.039
O 2.783803 -0.954862 -0.368909 1.127 0.339 0.409
F 1.707673 0.324008 1.297261 0.053 -0.449 1.127
S 5.038423 0.882998 -0.339619 1.057 3.159 -0.859
O 4.980593 0.724748 -1.802379 -0.301 -0.351 2.867
O 6.097153 0.194758 0.387101 -1.686 0.090 -0.801
F 5.520463 2.408398 -0.156639 0.249 -0.116 -0.436
Br -1.789877 -1.754372 -2.581449 -0.472 -0.139 0.043
O 1.254453 -2.916982 2.229941 0.618 -1.180 0.324
S 0.752873 -3.509292 1.037101 -1.140 0.429 -3.290
O 0.219973 -2.566922 0.056681 0.386 -2.283 1.150
O 1.956023 -4.432502 0.264601 -0.365 1.714 2.231
C 1.716313 -5.121022 -0.954389 -1.660 1.062 -0.468
C 2.978473 -5.422922 -1.684139 1.740 -0.950 0.110
C -0.518307 -4.852762 1.402061 1.027 1.175 -0.593
H 1.109043 -4.525762 -1.636289 -0.428 0.286 0.309
H 1.137693 -5.981922 -0.619509 0.156 -0.549 -0.748
H 3.757013 -4.661192 -1.726089 -0.378 0.521 0.828
H 2.925363 -5.621572 -2.754569 -0.981 -0.365 0.033
H 3.421263 -6.295592 -1.204059 0.409 -0.112 -0.173
H -0.783597 -5.333302 0.460361 0.405 -0.070 -0.017
H -1.439457 -4.358562 1.710861 0.454 0.116 0.490
H -0.047837 -5.514782 2.129031 -0.300 0.047 -0.005
O 2.963533 3.751448 -1.101539 1.226 0.446 -2.312
S 3.007343 3.558198 -2.542399 -1.397 0.275 0.360
O 2.533573 4.655178 -3.439909 1.601 -1.792 1.361
O 4.483783 3.006248 -3.011569 -1.178 1.052 2.133
C 4.804673 3.062218 -4.362699 0.011 -0.360 -0.222
C 5.716863 4.246568 -4.623339 -0.555 -0.505 -0.607
C 2.030753 2.137128 -2.891769 0.217 -0.379 -1.100
H 3.871203 2.985818 -4.920279 -0.009 0.970 -0.518
H 5.258383 2.116008 -4.657539 0.571 -0.132 0.497
H 6.609843 4.300578 -4.000629 -0.120 -0.550 0.145
H 5.170033 5.173178 -4.448789 -0.018 0.045 -0.506
H 6.016443 4.038468 -5.650499 0.256 0.952 -0.312
H 1.042623 2.531778 -3.128319 -0.062 -0.460 0.584
H 2.144053 1.343918 -2.152799 -0.534 0.474 0.592
H 2.398033 1.653738 -3.797049 0.185 0.319 -0.322
O -1.465867 -2.584702 3.609191 -0.073 1.384 -0.004
S -1.200227 -1.197362 3.299561 1.716 1.783 -0.250
O -1.052137 -0.748272 1.917981 -0.456 -0.940 3.124
O -2.289577 -0.305722 4.121801 -0.091 -4.227 0.197
C -2.554977 0.985948 3.803751 -0.587 2.218 -1.001
C -3.837907 1.267188 3.055331 -0.405 0.048 -0.544
C 0.287653 -0.524152 4.193181 0.106 -0.314 -0.582
H -1.755267 1.324518 3.145021 0.214 0.658 0.320
H -2.671057 1.489398 4.763521 0.751 0.438 0.012
H -4.745817 1.310408 3.656941 0.073 -0.292 0.351
H -3.996817 0.602918 2.205861 0.244 0.025 -0.099
H -3.704697 2.271728 2.653761 -0.108 0.049 -0.218
H 0.096093 -0.108902 5.182611 -0.484 -0.908 0.211
H 0.733353 0.338058 3.697161 -0.441 -0.213 -0.897
H 1.042313 -1.308202 4.131021 -0.079 -0.019 0.315
O -2.967807 -2.234242 0.489241 -1.504 -2.031 1.119
S -3.874427 -3.366202 0.447431 -0.355 1.876 -0.995
O -3.404817 -4.662142 0.071601 -0.012 -0.420 0.437
O -4.682787 -3.492482 1.926711 1.628 0.586 -1.994
C -5.270377 -4.761872 2.249071 -0.018 0.016 0.598
C -4.270917 -5.779802 2.869491 0.003 0.599 -1.006
C -5.179697 -2.890312 -0.744739 -0.226 0.590 1.088
H -5.821827 -5.114272 1.377391 0.247 -0.470 -0.077
H -6.030247 -4.412252 2.947971 -0.035 -0.478 0.327
H -3.536257 -6.039602 2.107341 -0.037 0.012 -0.093
H -4.730847 -6.721322 3.169661 -0.303 0.207 0.158
H -3.693177 -5.341502 3.683251 -0.335 0.099 0.148
H -5.558107 -1.918752 -0.426979 0.067 0.001 0.338
H -6.014067 -3.591662 -0.738309 0.290 -0.228 -0.050
H -4.775127 -2.682192 -1.735249 0.632 -0.567 0.127
O -1.958727 2.736248 -1.883609 1.584 1.946 0.424
S -1.020907 3.585658 -1.176239 0.825 0.172 1.393
O 0.329483 3.202478 -0.775299 -2.426 0.315 -0.753
O -0.813457 5.045798 -2.018639 -0.583 -1.103 0.512
C 0.250303 5.903508 -1.595329 0.457 2.149 -0.487
C -0.210907 7.392998 -1.314289 -0.330 -0.927 -0.036
C -1.840137 4.347718 0.319811 -0.280 -1.358 -1.773
H 0.915563 6.043688 -2.447309 0.109 -0.592 0.029
H 0.862583 5.521158 -0.778619 -0.329 -0.311 -0.003
H -0.662017 7.844658 -2.197799 -0.369 -0.331 -0.103
H 0.616693 8.074548 -1.117619 0.447 -0.454 0.234
H -0.901627 7.477708 -0.475339 -0.137 -0.046 0.006
H -1.020957 4.794798 0.882981 -0.511 0.190 0.032
H -2.419927 3.565308 0.809501 0.691 -0.363 0.286
H -2.628227 4.949918 -0.132249 0.474 0.737 0.227
```
Positions in Å, forces in eV/Å.

=====

2 unconnected molecules or ions with the total composition C4H6N2Se in a non-equilibrium geometry. Source: the Open Molecules 2025 dataset; level of theory: wB97M-V/def2-TZVPD.

Properties
spin multiplicity: 3
HOMO level (alpha / beta): -7.77 / -8.81 eV
gap between HOMO and LUMO (alpha / beta): 8.40 / 6.58 eV
E: -2666.82481 a.u.

XYZ file:
```
13
Properties=species:S:1:pos:R:3:forces:R:3
C -0.336962 -0.924033 -1.338060 -0.284 -1.423 0.099
C -1.168474 -0.030788 -1.971442 1.847 -0.155 1.848
C -0.504034 0.751512 0.011921 -0.302 0.592 0.493
C 1.709933 -0.612401 2.294108 0.482 0.906 0.697
N 0.003955 -0.450119 -0.088203 0.298 -1.461 -1.184
N -1.211271 1.005195 -1.129548 -1.187 2.717 -0.811
Se -0.465908 1.834182 1.551467 -0.356 -0.066 -0.960
H -0.102459 -1.933312 -1.734386 0.109 0.896 0.733
H -1.578259 0.146990 -2.898209 -0.772 -0.468 -1.985
H 1.875183 -0.798074 3.355169 -0.100 -0.393 -0.459
H 1.572880 -1.311205 1.502282 -0.009 -0.559 0.116
H 1.710936 0.431420 2.008868 0.181 -0.259 0.029
H -1.505521 1.890634 -1.563967 0.093 -0.326 1.385
```
Positions in Å, forces in eV/Å.

=====

A molecular structure, C4H10O. Source: the Open Molecules 2025 dataset; level of theory: wB97M-V/def2-TZVPD.

Properties
HOMO level: -7.79 eV
gap between HOMO and LUMO: 8.84 eV
E: -233.49536 a.u.

XYZ file:
```
15
Properties=species:S:1:pos:R:3:forces:R:3
C -2.251938 0.045475 -0.163411 -0.052 -0.048 -0.016
C -0.872373 0.648051 0.129025 0.060 0.105 0.018
C 0.230737 -0.390549 0.238909 -0.229 -0.147 -0.144
C 2.234120 0.328614 -0.050993 -0.181 0.154 -0.222
O 2.893240 -0.808944 -0.396252 0.086 -0.129 0.246
H -2.257385 -0.495499 -1.116297 0.049 0.060 0.135
H -2.564233 -0.655621 0.619023 0.101 0.096 -0.092
H -3.014052 0.830540 -0.226240 0.132 -0.104 0.017
H -0.625507 1.363783 -0.665666 0.008 -0.100 0.101
H -0.927701 1.229588 1.057931 0.042 -0.069 -0.123
H 0.332071 -1.020887 -0.644430 0.042 0.124 0.093
H 0.126040 -1.037930 1.118109 0.028 0.081 -0.066
H 1.875346 0.807601 -0.967173 0.001 -0.047 0.135
H 1.321492 0.220660 0.740359 -0.042 0.004 0.108
H 3.383142 -1.107325 0.380868 -0.044 0.020 -0.189
```
Positions in Å, forces in eV/Å.

=====

2 unconnected molecules or ions with the total composition CH5O2P in a non-equilibrium geometry. Source: the Open Molecules 2025 dataset; level of theory: wB97M-V/def2-TZVPD.

Properties
HOMO level (alpha / beta): -9.67 / -7.90 eV
gap between HOMO and LUMO (alpha / beta): 9.23 / 6.87 eV
E: -532.70373 a.u.

XYZ file:
```
9
Properties=species:S:1:pos:R:3:forces:R:3
C -0.312178 -0.043684 -1.320434 2.187 3.130 -0.064
O 0.558080 1.296274 2.156666 -0.596 -0.950 -0.678
O 0.011660 0.078652 2.007204 0.099 0.640 -0.251
P 0.885937 -1.155220 -0.555530 -0.637 -1.883 -0.554
H -0.669843 -0.222724 -2.262405 -0.833 -1.589 -2.483
H 0.049430 1.027110 -1.560510 0.065 -1.423 1.132
H -1.148815 0.070653 -0.724032 -1.782 0.233 1.517
H 0.597755 1.360854 3.107969 0.377 0.351 0.896
H 0.027974 -2.411916 -0.848927 1.121 1.492 0.483
```
Positions in Å, forces in eV/Å.

=====

2 unconnected molecules or ions with the total composition CH6N2S in a non-equilibrium geometry. Source: the Open Molecules 2025 dataset; level of theory: wB97M-V/def2-TZVPD.

Properties
HOMO level: -8.25 eV
gap between HOMO and LUMO: 9.17 eV
E: -549.27363 a.u.

XYZ file:
```
10
Properties=species:S:1:pos:R:3:forces:R:3
C -0.828662 1.035418 0.345139 -0.399 2.270 -0.587
N -0.960751 -1.320042 0.097806 -0.658 -2.085 -2.670
N -0.884558 -0.203602 0.672339 0.554 0.653 3.041
S 2.087366 -0.008166 -0.164039 0.252 1.430 0.887
H -1.185637 1.256913 -0.685410 0.775 0.147 0.888
H -0.470314 1.811483 1.095977 -0.902 -1.336 -1.196
H 1.045584 -0.878825 -0.153849 0.831 -0.625 -0.905
H -1.051830 -1.106099 -0.895385 -0.136 -0.345 -0.359
H -0.758393 -0.459148 1.633514 0.328 0.841 1.074
H 3.044895 -0.322199 -1.049308 -0.645 -0.951 -0.172
```
Positions in Å, forces in eV/Å.

=====

Please write out number 6 again, unchanged.
2 unconnected molecules or ions with the total composition CH6N2S in a non-equilibrium geometry. Source: the Open Molecules 2025 dataset; level of theory: wB97M-V/def2-TZVPD.

Properties
HOMO level: -8.25 eV
gap between HOMO and LUMO: 9.17 eV
E: -549.27363 a.u.

XYZ file:
```
10
Properties=species:S:1:pos:R:3:forces:R:3
C -0.828662 1.035418 0.345139 -0.399 2.270 -0.587
N -0.960751 -1.320042 0.097806 -0.658 -2.085 -2.670
N -0.884558 -0.203602 0.672339 0.554 0.653 3.041
S 2.087366 -0.008166 -0.164039 0.252 1.430 0.887
H -1.185637 1.256913 -0.685410 0.775 0.147 0.888
H -0.470314 1.811483 1.095977 -0.902 -1.336 -1.196
H 1.045584 -0.878825 -0.153849 0.831 -0.625 -0.905
H -1.051830 -1.106099 -0.895385 -0.136 -0.345 -0.359
H -0.758393 -0.459148 1.633514 0.328 0.841 1.074
H 3.044895 -0.322199 -1.049308 -0.645 -0.951 -0.172
```
Positions in Å, forces in eV/Å.

=====

> Among the records above, which one has the highest E?

C4H10O